ORCA calculation (the ωB97M-V functional and the def2-TZVPD basis) on C25H30ClMoN2O2PS as an isolated structure.

Values from the calculation:
- energy above the lowest of the compared OMol25 structures with the same formula, charge and spin (kJ/mol) = 24.8
- frontier orbital gap (alpha / beta) (eV) = 8.2 / 7.7
- multiplicity = 3
- net charge = +2

Geometry as XYZ:
```
63
Properties=species:S:1:pos:R:3:forces:R:3:mulliken_spin:R:1
Mo -0.1055 -0.1271 0.0561 0.848 0.011 0.660 2.26
Cl 2.5182 0.0472 0.4241 -0.125 -0.149 -0.145 -0.02
C 2.9619 1.7087 -0.0096 0.131 -0.028 -0.034 -0.03
C 4.2495 1.9257 -0.4521 -0.055 0.056 0.000 0.01
C 4.6010 3.2285 -0.7853 0.036 -0.046 -0.004 0.00
C 3.6792 4.2585 -0.6724 0.064 0.042 -0.014 0.00
C 2.3967 4.0030 -0.2179 -0.100 -0.095 0.030 0.00
C 2.0153 2.7060 0.1284 0.138 0.244 -0.054 0.00
P 0.3727 2.3172 0.7552 -0.308 -0.297 -0.244 -0.06
C 0.4580 2.5472 2.5433 0.000 0.001 0.002 -0.01
C -0.6968 2.2805 3.2798 -0.026 -0.031 0.006 0.01
C -0.7014 2.4554 4.6525 -0.037 -0.014 0.016 0.00
C 0.4527 2.8795 5.3003 0.030 0.021 0.002 0.00
C 1.6057 3.1345 4.5724 0.010 -0.002 0.086 0.00
C 1.6123 2.9743 3.1944 -0.021 -0.042 -0.067 0.00
C -0.7243 3.5744 0.0867 -0.015 0.009 0.062 -0.04
C -1.1602 4.6542 0.8502 0.036 -0.009 0.029 0.00
C -1.9674 5.6218 0.2713 -0.026 0.029 -0.027 0.00
C -2.3317 5.5159 -1.0629 0.005 0.002 0.010 0.00
C -1.8948 4.4394 -1.8255 -0.005 0.002 -0.030 0.01
C -1.0982 3.4644 -1.2519 -0.015 -0.012 -0.037 0.00
H 4.9536 1.1116 -0.5451 0.012 -0.015 -0.001 0.00
H 5.6006 3.4315 -1.1432 0.015 -0.004 -0.005 0.00
H 3.9603 5.2669 -0.9419 0.010 0.005 -0.005 0.00
H 1.6768 4.8075 -0.1378 -0.012 0.007 0.007 0.00
H -1.6004 1.9530 2.7758 0.005 0.009 -0.004 0.00
H -1.6049 2.2698 5.2183 -0.005 0.002 0.007 0.00
H 0.4472 3.0207 6.3725 0.012 0.003 0.013 0.00
H 2.5024 3.4703 5.0750 0.002 0.008 0.016 0.00
H 2.5147 3.1910 2.6368 -0.012 0.002 -0.021 0.00
H -0.8699 4.7477 1.8889 0.002 -0.009 0.000 0.00
H -2.3056 6.4613 0.8630 -0.007 0.011 -0.001 0.00
H -2.9572 6.2746 -1.5126 -0.012 0.012 -0.004 0.00
H -2.1770 4.3620 -2.8667 -0.008 0.006 -0.008 0.00
H -0.7592 2.6195 -1.8435 -0.008 0.019 0.013 0.04
C -3.2601 -0.0454 0.5092 -0.172 -0.047 0.001 0.00
O -2.1276 0.5540 -0.1501 -0.096 -0.073 0.086 -0.04
C -1.4782 -0.1937 -1.1803 -0.280 0.434 -0.666 -0.13
C -2.2527 -0.6334 -2.3620 0.022 -0.075 0.121 -0.01
H -3.0434 -1.0786 0.7957 -0.007 0.066 0.012 0.00
H -4.1213 -0.0058 -0.1559 0.025 -0.008 0.013 0.00
H -3.4564 0.5481 1.3981 0.016 -0.017 -0.013 0.00
H -2.5753 0.2444 -2.9277 0.002 0.018 0.012 -0.01
H -3.1473 -1.2032 -2.0959 0.010 -0.007 0.014 0.00
H -1.6196 -1.2419 -3.0041 0.002 0.000 0.000 0.00
C 1.5451 -2.2431 2.9430 0.013 -0.004 0.008 0.01
C 0.2958 -1.4491 3.0942 0.128 0.009 -0.080 0.03
C -0.3389 -1.3614 4.4366 -0.078 0.045 -0.013 0.00
O -0.2005 -0.8372 2.1428 -0.169 -0.036 0.235 -0.02
H 2.3085 -1.8334 3.6101 0.009 0.010 -0.004 0.00
H 1.9008 -2.2496 1.9163 0.001 -0.026 0.015 0.00
H 1.3673 -3.2652 3.2841 -0.015 -0.001 -0.003 0.00
H -0.0678 -2.1949 5.0785 0.010 -0.022 0.005 0.00
H -1.4197 -1.2722 4.3444 0.000 0.010 0.009 0.00
H 0.0275 -0.4392 4.9004 0.013 0.009 0.011 0.00
N 0.0373 -4.7235 -1.4699 -0.078 -0.080 0.003 0.01
C -0.3435 -3.5780 -0.9218 0.069 -0.006 0.005 0.02
N -1.5399 -3.4861 -0.3537 -0.099 -0.056 0.005 0.01
S 0.7676 -2.2774 -0.9624 0.085 0.151 0.024 -0.02
H -0.5454 -5.5463 -1.4683 0.002 0.013 -0.011 0.00
H 0.9425 -4.7883 -1.9062 -0.001 0.006 0.003 0.00
H -2.2003 -4.2482 -0.3646 0.001 0.028 0.003 0.00
H -1.8251 -2.5930 0.0151 0.031 -0.084 -0.046 0.01
```
Positions in Å, forces in eV/Å.